(1)
Below is a gas-phase ion, C2H7N6O4 (charge +1) in a non-equilibrium geometry, with properties calculated with ωB97M-V/def2-TZVPD.

CARTESIAN COORDINATES (ANGSTROEM)
C: -0.4266 0.1909 0.3556
N: -1.3179 -0.4982 -0.3146
C: 1.2335 0.0381 0.1723
O: 3.0929 -1.4063 0.2346
H: -0.5654 -2.1017 -1.1194
H: -3.1473 -0.5343 -0.6778
N: -1.0790 -1.3168 -1.4333
H: 0.0507 1.4006 1.8224
O: 1.1921 2.2505 -0.3132
N: 1.9297 1.0808 -0.2382
N: -2.6412 -0.3308 0.1142
N: -0.7796 0.9576 1.3335
O: 1.0314 -2.1430 0.4115
H: 1.7442 3.1198 -0.4256
N: 1.8556 -1.2574 0.2083
H: -2.8372 -0.9984 0.9738
H: -1.7761 1.1958 1.4337
H: -0.6473 -0.7603 -2.2121
O: 3.0875 1.1131 -0.3256

Atoms 1-3, force components in eV/Å:
C 3.782 -1.506 -0.969
N 0.639 0.020 -0.422
C -4.315 -0.102 -0.776

LUMO level in eV: -5.0
Maximum force in eV/A: 4.4
SMILES string: N/C(=C(/[N+](=O)[O-])[N+](=O)O)N(N)N
Highest occupied orbital energy in eV: -14.389
Charge: +1
Energy above the lowest of the compared OMol25 structures with the same formula, charge and spin in kcal per mole: 2.7

***

(2)
Below is 2 unconnected molecules or ions with the total composition C2H7NO in a non-equilibrium geometry, with properties calculated with ωB97M-V/def2-TZVPD.

CARTESIAN COORDINATES (ANGSTROEM)
H: 0.2009 1.9604 -1.3093
N: -0.3194 -0.9361 0.7646
H: -0.0473 0.0872 0.3901
C: -1.3239 -1.7353 0.2035
H: -2.0506 -1.1762 -0.3506
H: 0.1761 -1.4977 1.4119
H: -1.3812 -2.7434 0.4455
C: 0.9775 1.5142 -0.5566
H: 1.7275 2.3610 -0.5455
H: 1.4263 0.6971 -1.1437
O: 0.6140 1.4687 0.6901

Atoms 1-3, force components in eV/Å:
H 0.374 -0.679 0.698
N -5.757 -5.040 -3.859
H 0.730 2.055 2.120

LUMO level in eV: -1.8
Maximum force in eV/A: 8.6
Highest occupied orbital energy in eV: -6.904
Charge: 0
Energy above the lowest of the compared OMol25 structures with the same formula, charge and spin in kcal per mole: 109.0

***

(3)
Below is C2H7NO in the gas phase in a non-equilibrium geometry, with properties calculated with ωB97M-V/def2-TZVPD.

CARTESIAN COORDINATES (ANGSTROEM)
C: -0.7297 0.4863 -0.2503
H: 0.6272 -1.3395 -0.0579
H: -1.4334 -0.5077 0.9700
H: -1.1993 1.4803 0.0123
H: 0.7295 1.1530 1.2945
N: 1.5056 -0.6028 0.0294
H: 2.1810 -0.5595 -0.8551
H: 0.9679 1.5923 -0.3711
O: -1.4174 -0.6191 0.0420
C: 0.6729 0.6448 0.2098
H: -0.7323 0.5671 -1.2911

Atoms 1-3, force components in eV/Å:
C 0.482 4.253 -1.336
H 3.565 1.753 -0.369
H -0.836 -1.055 2.064

LUMO level in eV: 0.9
Maximum force in eV/A: 4.5
SMILES string: NCCO
Highest occupied orbital energy in eV: -9.298
Charge: 0
Energy above the lowest of the compared OMol25 structures with the same formula, charge and spin in kcal per mole: 49.3

***

HOMO-LUMO gap
In order: 0.34560; 0.18899; 0.37402
Unit: Ha
E
In order: -709.3392; -210.2251; -210.3201
Unit: a.u.